2 unconnected molecules or ions with the total composition C18H19F3NO6S2, computed with ωB97M-V/def2-TZVPD.

The calculation puts the LUMO energy at 1.889 eV. As for the net charge: -1.

Each line ends with the Löwdin charge.
Geometry (Å):
C: 2.124 -0.028 3.092  -0.088
C: 1.313 1.172 2.655  -0.221
O: 0.054 0.746 2.096  -0.092
C: -0.566 1.414 1.083  -0.548
C: -1.945 0.886 0.938  -0.200
C: -3.000 1.858 0.709  -0.423
O: -3.106 2.537 -0.311  0.007
C: -4.082 1.908 1.808  -0.129
C: -5.227 0.960 1.491  -0.218
C: -4.751 -0.397 0.967  -0.216
C: -3.593 -0.998 1.773  -0.194
C: -2.185 -0.366 1.682  -0.204
O: -0.035 2.308 0.427  -0.020
H: 3.180 0.167 2.886  0.067
H: 2.018 -0.177 4.170  0.065
H: 1.824 -0.936 2.567  0.059
H: 1.064 1.790 3.525  0.117
H: 1.842 1.779 1.914  0.100
H: -3.636 1.643 2.775  0.112
H: -4.466 2.929 1.889  0.108
H: -5.848 0.811 2.384  0.100
H: -5.879 1.417 0.737  0.105
H: -5.583 -1.110 1.037  0.096
H: -4.486 -0.321 -0.094  0.114
H: -3.875 -1.006 2.836  0.101
H: -3.473 -2.052 1.485  0.096
H: -1.486 -1.098 1.236  0.109
H: -1.834 -0.221 2.724  0.103
F: -1.520 0.348 -4.176  0.062
C: -0.575 1.076 -3.511  -0.787
F: 0.561 1.083 -4.250  0.086
F: -0.995 2.372 -3.419  0.073
S: -0.395 0.434 -1.813  1.199
N: 1.287 -0.173 -2.066  -0.372
C: 1.632 -1.221 -2.965  -0.442
O: 0.872 -1.828 -3.692  0.111
C: 3.104 -1.419 -2.793  -0.111
C: 3.517 -0.988 -1.548  -0.227
C: 4.774 -1.241 -1.010  -0.028
C: 5.701 -1.897 -1.830  -0.064
C: 5.338 -2.275 -3.136  -0.070
C: 4.030 -2.104 -3.599  0.005
S: 2.304 -0.044 -0.706  0.689
O: 2.791 1.299 -0.536  -0.241
O: 1.714 -0.804 0.363  -0.252
H: 5.000 -0.934 0.014  0.127
H: 6.702 -2.105 -1.449  0.106
H: 6.099 -2.724 -3.787  0.106
H: 3.697 -2.468 -4.572  0.123



2 unconnected molecules or ions with the total composition C18H19F8N3O4, computed with ωB97M-V/def2-TZVPD.

The SMILES is CCCNC1=CC(=O)C(OC#N)=C(N=C(C)C)C1=O.FC(F)C(F)(F)COC(F)(F)C(F)F. The calculation puts the LUMO energy at -1.052 eV.

Each line ends with the Löwdin charge.
Geometry (Å):
C: -1.294 -0.602 2.751  -0.086
C: -2.543 0.221 2.433  -0.217
C: -3.776 -0.575 1.926  -0.189
N: -3.559 -1.959 1.501  0.013
C: -3.036 -2.240 0.238  -0.184
C: -3.197 -3.458 -0.311  0.075
C: -2.619 -3.752 -1.632  -0.341
O: -3.156 -4.452 -2.458  0.136
C: -1.329 -3.071 -1.904  -0.118
O: -0.370 -3.743 -2.694  0.089
C: 0.073 -4.809 -2.086  -0.317
N: 0.435 -5.743 -1.542  0.187
C: -1.099 -1.851 -1.406  -0.137
N: 0.077 -1.150 -1.611  0.171
C: 0.369 -0.803 -2.819  -0.336
C: -0.671 -0.211 -3.736  0.003
C: 1.761 -0.964 -3.342  -0.007
C: -2.254 -1.261 -0.602  -0.231
O: -2.519 -0.093 -0.743  0.135
H: -0.420 0.031 2.614  0.044
H: -1.262 -0.897 3.799  0.080
H: -1.148 -1.467 2.106  0.067
H: -2.321 1.017 1.723  0.090
H: -2.850 0.725 3.350  0.100
H: -4.214 -0.061 1.075  0.109
H: -4.505 -0.620 2.733  0.111
H: -3.123 -2.521 2.218  0.131
H: -3.739 -4.243 0.199  0.135
H: -0.185 0.355 -4.526  0.079
H: -1.322 0.442 -3.159  0.084
H: -1.290 -0.997 -4.175  0.100
H: 1.947 -0.344 -4.214  0.080
H: 1.879 -2.029 -3.543  0.097
H: 2.486 -0.704 -2.573  0.070
C: 2.554 2.981 -0.281  -0.041
C: 2.719 1.529 0.188  -0.435
C: 1.669 0.955 1.133  -0.321
F: 1.641 1.637 2.299  0.093
F: 1.993 -0.328 1.406  0.100
F: 3.953 1.356 0.705  0.141
F: 2.638 0.761 -0.939  0.084
O: 3.313 3.976 0.372  0.053
C: 2.876 4.594 1.510  -0.547
C: 3.800 4.314 2.700  -0.286
F: 3.882 2.991 2.938  0.103
F: 3.290 4.917 3.797  0.101
F: 1.596 4.291 1.792  0.152
F: 2.930 5.927 1.287  0.144
H: 2.946 2.984 -1.297  0.149
H: 1.502 3.259 -0.360  0.149
H: 0.679 0.978 0.667  0.163
H: 4.799 4.706 2.497  0.176



A single C18H19FN2O2 molecule, computed with ωB97M-V/def2-TZVPD.

The SMILES is Fc1ccc(N2CCN(Cc3ccc4c(c3)OCO4)CC2)cc1. The calculation puts the LUMO energy at 0.724 eV.

Each line ends with the Löwdin charge.
Geometry (Å):
F: -4.368 -3.788 -0.263  0.041
C: -3.867 -2.534 -0.155  -0.290
C: -4.008 -1.845 1.036  -0.013
C: -3.495 -0.570 1.141  -0.019
C: -2.823 0.043 0.072  -0.230
C: -2.708 -0.686 -1.118  -0.022
C: -3.227 -1.961 -1.235  -0.013
H: -3.129 -2.514 -2.156  0.117
H: -2.199 -0.269 -1.972  0.098
N: -2.381 1.350 0.200  -0.104
C: -1.840 2.067 -0.934  -0.149
H: -2.377 1.795 -1.842  0.116
C: -0.333 1.835 -1.088  -0.172
N: 0.323 2.271 0.131  -0.158
C: -0.182 1.527 1.268  -0.168
C: -1.692 1.768 1.403  -0.141
H: -2.066 1.232 2.272  0.106
H: -1.872 2.839 1.542  0.127
H: 0.324 1.881 2.168  0.124
H: -0.005 0.441 1.167  0.129
C: 1.777 2.299 0.040  -0.152
C: 2.416 0.949 -0.187  -0.217
C: 2.611 0.472 -1.475  -0.052
C: 3.129 -0.796 -1.728  0.015
C: 3.442 -1.570 -0.638  -0.204
C: 3.256 -1.099 0.662  -0.193
C: 2.748 0.150 0.913  0.044
H: 2.620 0.502 1.924  0.125
O: 3.656 -2.059 1.554  0.036
C: 4.098 -3.150 0.775  -0.160
O: 3.964 -2.836 -0.594  0.035
H: 3.492 -4.040 1.010  0.140
H: 5.155 -3.362 1.003  0.139
H: 3.280 -1.156 -2.731  0.118
H: 2.363 1.105 -2.314  0.110
H: 2.032 2.974 -0.782  0.122
H: 2.148 2.735 0.971  0.122
H: 0.046 2.433 -1.920  0.125
H: -0.140 0.770 -1.301  0.119
H: -2.006 3.133 -0.745  0.126
H: -3.641 -0.032 2.064  0.105
H: -4.524 -2.305 1.864  0.117



A single C18H19N3O2S molecule, computed with ωB97M-V/def2-TZVPD.

The SMILES is CC[C@@H](Cc1ccccc1)NC(=O)Cn1ncc2ccsc2c1=O. The calculation puts the LUMO energy at -0.007 eV.

Each line ends with the Löwdin charge.
Geometry (Å):
C: 2.985 -1.036 2.320  -0.095
H: 3.187 -0.422 3.195  0.078
H: 2.840 -2.063 2.647  0.072
H: 3.858 -1.009 1.673  0.058
C: 1.741 -0.536 1.597  -0.199
C: 1.832 0.943 1.195  -0.298
N: 0.527 1.411 0.775  0.109
C: -0.314 2.062 1.588  -0.468
O: -0.059 2.419 2.718  0.067
C: -1.683 2.350 0.931  -0.019
N: -2.459 1.137 0.756  -0.046
N: -3.365 0.910 1.695  0.113
C: -4.110 -0.142 1.648  -0.070
C: -4.001 -1.090 0.596  -0.231
C: -3.050 -0.828 -0.387  -0.376
C: -2.203 0.329 -0.346  -0.422
O: -1.336 0.624 -1.158  0.029
S: -3.020 -2.047 -1.606  1.094
C: -4.282 -2.897 -0.794  -0.379
C: -4.706 -2.294 0.343  -0.119
H: -5.483 -2.676 0.980  0.113
H: -4.641 -3.814 -1.219  0.068
H: -4.823 -0.256 2.448  0.118
H: -1.528 2.807 -0.049  0.132
H: -2.248 3.009 1.590  0.131
H: 0.204 1.117 -0.143  0.093
H: 2.104 1.531 2.079  0.147
C: 2.851 1.217 0.072  -0.092
C: 2.469 0.546 -1.217  -0.234
C: 1.643 1.193 -2.129  -0.060
C: 1.234 0.559 -3.288  -0.081
C: 1.651 -0.732 -3.556  -0.091
C: 2.492 -1.379 -2.667  -0.081
C: 2.898 -0.744 -1.507  -0.051
H: 3.562 -1.255 -0.824  0.109
H: 2.832 -2.383 -2.877  0.101
H: 1.327 -1.232 -4.458  0.099
H: 0.584 1.074 -3.980  0.106
H: 1.323 2.207 -1.934  0.117
H: 2.902 2.297 -0.079  0.123
H: 3.832 0.874 0.402  0.114
H: 1.550 -1.140 0.707  0.104
H: 0.882 -0.641 2.264  0.116



A single C18H19N3O4 molecule, computed with ωB97M-V/def2-TZVPD.

The SMILES is Cc1cc([N+](=O)[O-])ccc1NC(=O)c1cccc(NC(=O)C(C)C)c1. The calculation puts the LUMO energy at -0.751 eV.

Each line ends with the Löwdin charge.
Geometry (Å):
C: 2.960 0.967 1.329  -0.014
C: 2.417 -0.427 1.293  -0.188
C: 2.716 -1.239 0.212  0.055
C: 2.298 -2.563 0.171  -0.152
C: 1.604 -3.123 1.239  0.007
C: 1.293 -2.324 2.315  -0.004
C: 1.651 -0.971 2.339  -0.220
N: 1.265 -0.217 3.446  0.139
C: 0.652 1.013 3.512  -0.435
O: 0.507 1.553 4.587  0.094
C: 0.154 1.593 2.238  -0.165
C: -0.442 0.808 1.260  0.031
C: -0.906 1.384 0.080  -0.196
C: -0.786 2.760 -0.104  0.006
C: -0.226 3.541 0.891  -0.054
C: 0.239 2.972 2.062  -0.029
H: 0.677 3.574 2.843  0.122
H: -0.153 4.608 0.747  0.109
H: -1.141 3.205 -1.018  0.101
N: -1.471 0.537 -0.873  0.137
C: -1.958 0.842 -2.118  -0.447
O: -1.965 1.954 -2.589  0.089
C: -2.532 -0.378 -2.833  -0.349
C: -2.491 -0.165 -4.342  -0.064
H: -3.002 0.760 -4.596  0.082
H: -2.976 -0.992 -4.855  0.079
H: -1.463 -0.092 -4.687  0.084
C: -3.972 -0.573 -2.346  -0.057
H: -4.416 -1.440 -2.829  0.080
H: -4.566 0.303 -2.593  0.090
H: -4.009 -0.721 -1.268  0.075
H: -1.940 -1.264 -2.573  0.136
H: -1.517 -0.434 -0.595  0.142
H: -0.567 -0.255 1.413  0.124
H: 1.349 -0.673 4.348  0.162
H: 0.746 -2.733 3.152  0.120
H: 1.317 -4.162 1.203  0.120
N: 2.606 -3.370 -0.976  -0.366
O: 2.238 -4.527 -0.966  0.079
O: 3.207 -2.846 -1.891  0.082
H: 3.295 -0.853 -0.614  0.131
H: 2.987 1.354 2.344  0.089
H: 2.351 1.637 0.723  0.087
H: 3.969 0.975 0.921  0.091



A single C18H19N3O8S molecule, computed with ωB97M-V/def2-TZVPD.

The SMILES is CN(C)S(=O)(=O)c1cccc(NC(=O)COC(=O)COc2ccccc2[N+](=O)[O-])c1. The calculation puts the LUMO energy at -1.048 eV.

Each line ends with the Löwdin charge.
Geometry (Å):
C: -0.390 6.021 1.872  -0.107
N: -1.658 5.338 1.847  -0.337
S: -2.092 4.762 0.339  0.660
O: -1.936 5.847 -0.586  -0.290
O: -3.377 4.145 0.467  -0.276
C: -0.856 3.514 -0.039  -0.257
C: -0.953 2.281 0.571  0.012
C: 0.049 1.339 0.347  -0.188
C: 1.107 1.652 -0.507  -0.006
C: 1.176 2.892 -1.115  -0.058
C: 0.196 3.842 -0.871  -0.066
H: 0.218 4.818 -1.326  0.111
H: 1.998 3.120 -1.777  0.108
H: 1.870 0.911 -0.695  0.107
N: 0.040 0.073 0.936  0.155
C: -0.715 -0.343 1.975  -0.427
O: -1.503 0.330 2.599  0.086
C: -0.519 -1.823 2.342  -0.035
H: -1.276 -2.414 1.811  0.141
H: -0.670 -1.932 3.418  0.144
O: 0.782 -2.313 2.023  0.023
C: 0.879 -3.317 1.155  -0.476
O: -0.043 -3.867 0.615  0.150
C: 2.342 -3.661 0.920  -0.066
O: 2.554 -4.553 -0.147  0.014
C: 1.957 -4.537 -1.354  -0.172
C: 2.200 -5.727 -2.063  0.014
C: 1.656 -5.976 -3.299  -0.056
C: 0.811 -5.041 -3.891  -0.068
C: 0.561 -3.865 -3.233  0.009
C: 1.144 -3.579 -1.988  -0.085
N: 0.848 -2.286 -1.484  -0.318
O: 1.674 -1.736 -0.758  0.036
O: -0.189 -1.753 -1.808  0.124
H: -0.081 -3.111 -3.663  0.124
H: 0.364 -5.233 -4.852  0.108
H: 1.874 -6.905 -3.801  0.111
H: 2.830 -6.455 -1.577  0.126
H: 2.910 -2.733 0.794  0.137
H: 2.722 -4.189 1.801  0.153
H: 0.720 -0.571 0.538  0.103
H: -1.802 2.054 1.192  0.106
C: -1.908 4.443 2.949  -0.103
H: -1.117 3.693 3.068  0.089
H: -1.990 5.023 3.870  0.093
H: -2.854 3.945 2.754  0.083
H: -0.328 6.619 0.967  0.081
H: 0.458 5.323 1.911  0.092
H: -0.349 6.677 2.742  0.092



| no. | calculated total energy (eV) | HOMO energy (eV) |
| --- | --- | --- |
| 1 | -62571.3832 | -2.737 |
| 2 | -53370.6576 | -9.058 |
| 3 | -28766.1290 | -7.530 |
| 4 | -38375.7171 | -8.908 |
| 5 | -31633.5307 | -8.897 |
| 6 | -50656.7280 | -8.852 |